The following is a quantum chemistry calculation of C53H59FN2O2STeV as an isolated structure at a distorted geometry, from OMol25.

Properties
2S+1   2
E_LUMO (alpha / beta)   -0.2421 / -0.2056 hartree
Orbital gap (alpha / beta)   6.229 / 7.246 eV
HOMO level (alpha / beta)   -12.8176 / -12.8405 eV
Total charge   +2

CARTESIAN COORDINATES (ANGSTROEM)
V (0.32691, 0.11503, -1.13117)
C (0.91259, 1.59741, 1.83797)
C (2.44562, 1.66254, 1.77550)
C (3.04682, 0.39266, 2.38369)
C (3.00716, 1.97796, 0.39757)
C (3.76844, 3.13663, 0.27428)
C (4.32243, 3.52024, -0.93167)
C (4.11230, 2.74783, -2.05807)
C (3.36883, 1.57666, -1.99294)
C (3.10350, 0.81539, -3.28405)
C (4.39882, 0.26356, -3.88372)
C (2.37119, 1.71737, -4.29082)
C (2.83636, 1.18659, -0.74598)
N (2.07513, -0.04646, -0.74094)
C (2.89646, -1.18454, -0.88842)
C (4.21866, -1.25146, -0.43618)
C (4.98160, -2.38348, -0.65591)
C (4.45192, -3.47216, -1.33805)
C (3.15071, -3.42173, -1.81648)
C (2.41672, -2.28665, -1.57935)
F (1.14828, -2.16991, -2.06703)
H (0.59146, 1.59291, 2.87987)
H (0.53494, 0.67439, 1.38462)
H (0.45352, 2.45645, 1.34415)
H (2.74317, 2.49733, 2.41378)
H (2.78735, -0.48738, 1.79240)
H (2.65466, 0.24954, 3.38990)
H (4.13288, 0.46231, 2.45712)
H (3.92998, 3.75475, 1.14877)
H (4.89920, 4.43353, -0.99834)
H (4.52737, 3.06651, -3.00541)
H (2.43299, -0.02558, -3.09625)
H (5.07895, 1.07497, -4.14400)
H (4.18441, -0.30150, -4.79132)
H (4.90658, -0.39926, -3.18112)
H (2.97172, 2.58571, -4.55949)
H (1.42625, 2.07287, -3.87340)
H (2.15477, 1.16220, -5.20399)
H (4.63911, -0.40152, 0.08264)
H (6.00527, -2.41042, -0.30911)
H (5.04680, -4.35938, -1.50355)
H (2.71605, -4.24033, -2.37440)
C (-1.12779, -8.07494, 3.09652)
C (-1.37213, -6.72206, 2.50112)
C (-2.60122, -6.08539, 2.62668)
C (-2.81871, -4.81006, 2.13278)
C (-4.17031, -4.16022, 2.31292)
C (-1.75319, -4.14807, 1.49358)
Te (-2.24892, -2.12168, 1.06487)
N (-1.02266, -1.37410, -0.34920)
C (-1.61092, -1.19460, -1.53978)
O (-0.98940, -0.46987, -2.38606)
C (-2.92061, -1.78270, -1.93220)
C (-3.10420, -3.16855, -1.87584)
C (-4.33735, -3.71253, -2.20053)
C (-5.38660, -2.87980, -2.56598)
C (-5.20006, -1.50583, -2.63325)
C (-3.96257, -0.95648, -2.33472)
C (-1.24572, -1.29438, 2.74072)
C (-0.01644, -1.77762, 3.17164)
C (0.57947, -1.23050, 4.29518)
C (-0.04600, -0.19416, 4.97059)
C (-1.28323, 0.27066, 4.54849)
C (-1.91993, -0.28431, 3.44377)
C (-3.31467, 0.15907, 3.06862)
C (-0.52137, -4.78325, 1.30653)
C (0.60907, -4.16163, 0.54065)
C (-0.35911, -6.06420, 1.81335)
H (-2.01037, -8.45155, 3.60876)
H (-0.31023, -8.02411, 3.81707)
H (-0.83610, -8.79470, 2.33086)
H (-3.41262, -6.59647, 3.13122)
H (-4.90067, -4.88427, 2.66609)
H (-4.54474, -3.74693, 1.37304)
H (-4.11613, -3.35457, 3.05332)
H (-2.25901, -3.82054, -1.67352)
H (-4.47113, -4.78614, -2.18870)
H (-6.34716, -3.30739, -2.82021)
H (-6.01731, -0.86091, -2.92606)
H (-3.80215, 0.11008, -2.39046)
H (0.46269, -2.60141, 2.65787)
H (1.51944, -1.62858, 4.65278)
H (0.41858, 0.24388, 5.84444)
H (-1.78282, 1.05487, 5.10381)
H (-3.62818, 1.00060, 3.68304)
H (-4.03134, -0.64915, 3.23472)
H (-3.37346, 0.45633, 2.01894)
H (0.53770, -3.07911, 0.52258)
H (0.58460, -4.51956, -0.49011)
H (1.57166, -4.44329, 0.96658)
H (0.59442, -6.56207, 1.67674)
C (-2.58681, 2.77966, -2.89324)
C (-2.94482, 3.16974, -1.46905)
S (-2.59449, 1.84533, -0.25013)
O (0.33563, 1.70893, -1.30456)
C (-2.77830, 2.81064, 1.28928)
C (-4.22634, 3.13256, 1.62214)
H (-2.69452, 3.65757, -3.52994)
H (-3.24504, 2.00434, -3.28441)
H (-1.55902, 2.42924, -2.97537)
H (-4.00647, 3.39723, -1.39292)
H (-2.36326, 4.03326, -1.14532)
H (-2.18670, 3.71861, 1.16665)
H (-2.31721, 2.20215, 2.06794)
H (-4.67697, 3.76199, 0.85596)
H (-4.27894, 3.67554, 2.56725)
H (-4.82183, 2.22401, 1.70914)
C (0.49777, 2.97447, -1.35261)
C (0.70386, 4.16024, -1.42174)
C (1.03303, 5.54103, -1.37842)
C (0.99378, 6.34795, -2.51867)
C (1.34011, 7.68441, -2.43012)
C (1.73240, 8.22682, -1.21395)
C (1.78248, 7.42862, -0.07712)
C (1.43331, 6.09437, -0.15379)
H (0.69485, 5.91710, -3.46534)
H (1.29778, 8.31099, -3.31064)
H (1.99932, 9.27282, -1.14661)
H (2.09065, 7.85226, 0.86943)
H (1.46680, 5.45872, 0.72186)

The following is a quantum chemistry calculation of C53H61F9InN4O4PSTe as an isolated structure at a distorted geometry, from OMol25.

Properties
2S+1   2
E_LUMO (alpha / beta)   -0.0644 / -0.1432 hartree
Orbital gap (alpha / beta)   8.024 / 6.922 eV
HOMO level (alpha / beta)   -9.7776 / -10.8200 eV
Total charge   +1
ΔE to the lowest compared entry with this formula, charge and spin   86.3 kJ/mol

CARTESIAN COORDINATES (ANGSTROEM)
In (-0.27511, 0.06546, 0.01492)
O (2.06190, -0.02653, -0.36353)
P (3.35324, 0.08266, -1.10686)
N (3.23053, 0.09233, -2.77325)
C (2.89120, -1.19408, -3.42021)
C (2.10904, -0.82257, -4.69506)
C (2.20789, 0.70594, -4.78264)
C (2.32761, 1.11927, -3.32456)
N (4.32447, -1.16925, -0.64847)
C (5.62107, -1.41187, -1.29806)
C (5.86768, -2.92009, -1.12903)
C (4.47277, -3.50387, -0.87591)
C (3.80751, -2.40663, -0.05318)
N (4.13267, 1.49779, -0.78908)
C (4.45178, 1.79512, 0.61741)
C (5.56116, 2.84496, 0.53773)
C (6.24330, 2.54154, -0.79840)
C (5.06009, 2.18875, -1.69429)
H (2.29102, -1.83438, -2.76248)
H (3.81079, -1.73249, -3.65854)
H (1.06639, -1.13176, -4.60739)
H (2.53051, -1.30809, -5.57308)
H (1.34597, 1.16376, -5.26607)
H (3.10846, 0.99707, -5.32473)
H (1.34491, 1.10136, -2.83553)
H (2.75110, 2.11245, -3.19371)
H (6.41025, -0.82593, -0.81988)
H (5.58166, -1.12339, -2.35197)
H (6.50476, -3.09810, -0.26191)
H (6.35384, -3.35188, -2.00167)
H (4.51024, -4.45622, -0.34959)
H (3.94376, -3.64390, -1.82105)
H (4.11954, -2.47494, 0.99496)
H (2.71935, -2.41789, -0.08745)
H (4.79509, 0.88540, 1.12591)
H (3.56513, 2.15822, 1.13988)
H (6.24544, 2.78906, 1.38218)
H (5.12816, 3.84619, 0.51293)
H (6.90937, 1.68151, -0.69831)
H (6.81918, 3.38196, -1.18143)
H (5.32279, 1.55040, -2.53613)
H (4.59656, 3.10336, -2.08099)
C (-5.80573, 1.84275, -7.43094)
C (-5.07494, 1.53278, -6.15647)
C (-3.86177, 0.85922, -6.16068)
C (-3.20560, 0.54368, -4.97932)
C (-1.85894, -0.13422, -5.04548)
C (-3.80228, 0.88392, -3.75767)
Te (-2.67662, 0.19738, -2.07155)
N (-4.01208, 0.31424, -0.64140)
C (-3.62075, -0.02139, 0.56699)
O (-2.48027, -0.44095, 0.95205)
C (-4.70647, 0.07595, 1.59455)
C (-5.44571, 1.24587, 1.72964)
C (-6.46084, 1.31801, 2.67102)
C (-6.75785, 0.21486, 3.45992)
C (-6.03392, -0.95938, 3.31125)
C (-4.99777, -1.02348, 2.39296)
C (-3.01784, -1.89391, -2.45815)
C (-1.90699, -2.74721, -2.49035)
C (-0.46671, -2.28720, -2.48419)
C (-2.10301, -4.12282, -2.57989)
C (-3.36908, -4.67172, -2.67330)
C (-3.57834, -6.15671, -2.75390)
C (-4.45461, -3.80466, -2.69726)
C (-4.31576, -2.42867, -2.58384)
C (-5.56536, -1.59444, -2.66065)
C (-4.97667, 1.64726, -3.72413)
C (-5.59522, 2.19460, -2.46598)
C (-5.59730, 1.93338, -4.93443)
H (-5.17474, 1.68278, -8.30305)
H (-6.15864, 2.87363, -7.43353)
H (-6.68145, 1.19728, -7.52142)
H (-3.40055, 0.58878, -7.10341)
H (-1.47041, -0.11938, -6.06210)
H (-1.92967, -1.17653, -4.72471)
H (-1.14169, 0.38687, -4.40170)
H (-5.21462, 2.09374, 1.09768)
H (-7.03213, 2.23064, 2.77969)
H (-7.56341, 0.26528, 4.18093)
H (-6.28270, -1.82918, 3.90615)
H (-4.42481, -1.93536, 2.27598)
H (-0.36203, -1.21357, -2.63823)
H (0.07729, -2.80490, -3.27540)
H (0.00905, -2.54974, -1.53365)
H (-1.23456, -4.77300, -2.58769)
H (-2.63358, -6.68062, -2.88628)
H (-4.23912, -6.40749, -3.58352)
H (-4.04537, -6.51660, -1.83572)
H (-5.45051, -4.21978, -2.80721)
H (-6.42340, -2.16893, -2.31386)
H (-5.75290, -1.30222, -3.69672)
H (-5.48384, -0.69876, -2.05583)
H (-4.86490, 2.27785, -1.67254)
H (-6.40270, 1.54807, -2.11728)
H (-6.01779, 3.17938, -2.66506)
H (-6.51303, 2.51403, -4.91555)
O (0.36469, -0.05900, 2.17241)
S (-0.21391, -1.12627, 3.08370)
C (-1.40106, -0.26275, 4.10600)
C (-1.17744, 1.06938, 4.41462)
C (-2.11595, 1.74023, 5.18009)
C (-3.24855, 1.07370, 5.63337)
C (-3.45106, -0.26325, 5.32714)
C (-2.52578, -0.93898, 4.54594)
C (1.10582, -1.28675, 4.31202)
C (0.87929, -1.86816, 5.54946)
C (1.93045, -1.96208, 6.44745)
C (3.18772, -1.48060, 6.10708)
C (3.40589, -0.92049, 4.85718)
C (2.36147, -0.82586, 3.94948)
H (-0.28725, 1.56725, 4.05112)
H (-1.96278, 2.78137, 5.43003)
H (-3.98031, 1.60338, 6.22885)
H (-4.32951, -0.77706, 5.69221)
H (-2.67679, -1.97589, 4.27048)
H (-0.10519, -2.23068, 5.81877)
H (1.76661, -2.40154, 7.42187)
H (3.99863, -1.54250, 6.82030)
H (4.38516, -0.54581, 4.59089)
H (2.50448, -0.38556, 2.97144)
F (-1.54406, 5.39286, -1.03547)
C (-1.13136, 4.26809, -1.61824)
F (-0.37726, 4.59794, -2.66780)
F (-2.23308, 3.66246, -2.10797)
C (-0.37592, 3.26923, -0.67158)
O (-0.37643, 2.03746, -1.25538)
C (1.08580, 3.74278, -0.42751)
F (1.16299, 4.97511, 0.09290)
F (1.79122, 3.73572, -1.56130)
F (1.69640, 2.89835, 0.42372)
C (-1.12716, 3.23615, 0.69977)
F (-0.55859, 2.34927, 1.54751)
F (-2.38678, 2.81289, 0.50288)
F (-1.18421, 4.40703, 1.33260)

The following is a quantum chemistry calculation of C53H62BeN9O3 as an isolated structure at a distorted geometry, from OMol25.

Properties
2S+1   1
E_LUMO   -0.1344 hartree
Orbital gap   6.361 eV
HOMO level   -10.0191 eV
Total charge   +1

CARTESIAN COORDINATES (ANGSTROEM)
Be (-0.03703, 2.29218, -2.21697)
C (0.58019, -1.05856, 1.07950)
C (0.03908, 0.35521, 0.92262)
O (0.05459, 0.86245, -0.36151)
H (0.57922, -1.35412, 2.13442)
H (1.57359, -1.10437, 0.62687)
H (-0.07608, -1.81769, 0.64667)
H (0.54617, 1.03947, 1.62706)
H (-0.99214, 0.33098, 1.32727)
N (4.36666, -3.15002, -3.18579)
C (4.46140, -2.11342, -2.35891)
C (4.01002, -2.11157, -1.04314)
C (3.45009, -3.25296, -0.52120)
C (3.31587, -4.37095, -1.35628)
C (3.77658, -4.23873, -2.65301)
H (5.02765, -1.29802, -2.79812)
H (4.23575, -1.25320, -0.42369)
H (3.05015, -3.31620, 0.48324)
H (2.82417, -5.27591, -1.03327)
H (3.71638, -5.08768, -3.32544)
N (-2.15232, 0.88465, -2.93023)
C (-2.49634, -0.20187, -2.25531)
C (-3.78283, -0.72942, -2.36084)
C (-4.71658, -0.11088, -3.17517)
C (-4.36232, 1.07224, -3.80279)
C (-3.06019, 1.53158, -3.65814)
H (-1.82208, -0.80638, -1.66249)
H (-4.02479, -1.70402, -1.96473)
H (-5.70721, -0.53852, -3.25717)
H (-5.09027, 1.63434, -4.37126)
H (-2.85561, 2.47517, -4.15072)
N (2.37679, 2.39592, -2.22291)
C (3.13123, 3.27465, -2.88734)
C (4.51742, 3.34520, -2.77220)
C (5.15835, 2.48433, -1.90703)
C (4.39901, 1.46629, -1.34324)
C (3.02857, 1.47773, -1.49008)
H (2.63738, 3.87515, -3.64126)
H (5.04664, 4.11541, -3.31510)
H (6.19491, 2.60665, -1.62431)
H (4.88897, 0.70433, -0.75414)
H (2.41121, 0.71106, -1.03493)
N (-3.17943, -2.61617, 4.91865)
C (-2.92018, -1.65326, 4.03296)
C (-2.96173, -1.83213, 2.64860)
C (-3.70264, -2.92280, 2.20699)
C (-4.06817, -3.90826, 3.11232)
C (-3.73400, -3.73223, 4.44518)
H (-2.31487, -0.82487, 4.38874)
H (-2.54601, -1.13934, 1.93070)
H (-3.95527, -3.06229, 1.16226)
H (-4.56198, -4.80308, 2.75831)
H (-3.81229, -4.54023, 5.16368)
N (-1.96423, 3.41788, -1.11050)
C (-2.30680, 4.59297, -1.64967)
C (-3.45970, 5.29581, -1.32232)
C (-4.30112, 4.76614, -0.33827)
C (-3.96656, 3.55515, 0.26653)
C (-2.87286, 2.92627, -0.26560)
H (-1.64968, 4.98974, -2.41512)
H (-3.75507, 6.27205, -1.67768)
H (-5.15828, 5.39773, -0.14232)
H (-4.53980, 3.14041, 1.08254)
H (-2.68835, 1.91694, 0.09313)
N (-2.29448, -3.54539, -1.69131)
C (-3.29168, -4.33476, -2.13368)
C (-3.44916, -5.62506, -1.64288)
C (-2.77196, -6.00789, -0.49422)
C (-1.70186, -5.22368, -0.04855)
C (-1.52732, -4.04555, -0.73101)
H (-3.81198, -3.87216, -2.96317)
H (-4.21168, -6.29909, -2.01183)
H (-3.15701, -6.81313, 0.11851)
H (-1.07243, -5.68997, 0.69308)
H (-0.65278, -3.46004, -0.45894)
N (0.63049, 0.21421, -3.90461)
C (0.36215, 0.12585, -5.22662)
C (0.45172, -1.08376, -5.86830)
C (0.82903, -2.24335, -5.17486)
C (0.88215, -2.16021, -3.79874)
C (0.83554, -0.88834, -3.21295)
H (-0.05432, 1.03251, -5.64246)
H (0.33326, -1.16457, -6.94123)
H (1.11072, -3.13520, -5.71614)
H (1.04665, -3.02911, -3.17641)
H (0.98505, -0.78779, -2.14214)
N (4.25433, 2.43248, 2.51539)
C (3.44780, 1.40219, 2.25348)
C (3.23896, 0.38796, 3.19965)
C (3.93402, 0.47656, 4.40058)
C (4.82033, 1.51292, 4.62573)
C (4.86423, 2.53154, 3.68823)
H (3.06298, 1.32612, 1.24396)
H (2.45960, -0.34861, 3.05986)
H (3.66994, -0.18769, 5.21388)
H (5.21638, 1.58285, 5.63012)
H (5.58149, 3.32971, 3.84397)
N (0.64987, 4.54381, -0.89005)
C (0.84248, 5.80794, -1.28625)
C (1.61209, 6.74346, -0.62804)
C (2.29620, 6.29665, 0.50604)
C (1.98908, 5.05874, 1.02955)
C (1.19281, 4.19059, 0.26526)
H (0.51652, 6.08004, -2.28522)
H (1.86456, 7.68268, -1.09745)
H (3.09695, 6.88472, 0.93643)
H (2.47735, 4.66840, 1.91157)
H (1.17838, 3.18187, 0.66670)
C (1.52764, -5.65085, 1.48759)
C (1.38380, -5.02705, 2.87086)
O (2.37512, -4.94267, 3.55640)
C (0.02900, -4.54989, 3.29679)
H (1.27399, -6.71802, 1.46918)
H (2.58683, -5.86782, 1.31965)
H (1.07775, -5.08154, 0.67847)
H (-0.28946, -3.76942, 2.59551)
H (0.05229, -4.10409, 4.28663)
H (-0.68675, -5.35854, 3.14109)
C (-1.52054, 3.02036, 3.04070)
C (-2.86899, 2.97218, 3.74857)
O (-3.70829, 2.16910, 3.41353)
C (-3.16720, 4.08303, 4.72287)
H (-1.24278, 1.98774, 2.82654)
H (-0.73319, 3.52090, 3.59849)
H (-1.72202, 3.49278, 2.07773)
H (-3.10347, 3.69090, 5.74121)
H (-4.22937, 4.33195, 4.67024)
H (-2.57408, 4.97555, 4.54508)

The evaluated DFT total energy for the records listed, in turn: -4024.50922 -4672.60017 -2789.69283 Ha.